Entry from the Open Molecules 2025 dataset: a molecular structure, C20H24CoF9N3OSbSe4 at a distorted geometry (ωB97M-V/def2-TZVPD).

XYZ file:
```
63
Properties=species:S:1:pos:R:3:lowdin_spin:R:1
Co -0.2239 0.1917 0.4023 2.5234
N -1.8283 3.0086 0.4613 0.0003
C -1.7481 2.3888 1.6981 0.0044
C -2.0194 3.1837 2.8153 0.0015
C -2.0291 2.6182 4.0712 0.0000
C -1.7887 1.2540 4.1762 0.0016
C -1.5147 0.5456 3.0288 0.0026
N -1.4571 1.0869 1.7978 0.0243
C -1.6085 2.5713 -0.8307 0.0050
C -1.8720 3.4888 -1.8566 0.0021
C -1.7457 3.0969 -3.1688 0.0011
C -1.3398 1.7939 -3.4337 0.0018
C -1.0521 0.9705 -2.3699 0.0066
N -1.1753 1.3317 -1.0811 0.0322
H -2.1425 3.9608 0.5189 0.0000
H -2.2393 4.2358 2.6802 0.0003
H -2.2359 3.2224 4.9442 0.0000
H -1.8164 0.7447 5.1277 0.0002
H -1.3504 -0.5220 3.0826 0.0014
H -2.2017 4.4898 -1.6067 0.0003
H -1.9715 3.7842 -3.9732 0.0000
H -1.2654 1.4146 -4.4422 0.0003
H -0.7255 -0.0433 -2.5516 0.0024
Se -0.4847 -2.3389 1.5244 0.1282
Se -2.5399 -3.0498 2.0240 0.0569
Se -2.2859 -2.3638 -1.8130 0.0430
Se -0.3231 -1.9094 -0.8461 0.1090
F 3.1699 2.3098 2.5664 0.0001
C 2.0942 1.5164 2.4088 0.0007
F 1.3790 2.0629 1.3995 0.0080
F 1.3553 1.6744 3.5198 0.0000
C 2.4418 -0.0019 2.0779 0.0041
O 1.7031 -0.4804 1.0549 0.0305
C 2.2647 -0.8357 3.3991 0.0002
F 1.0009 -0.8337 3.8410 0.0008
F 3.0158 -0.3536 4.4210 0.0002
F 2.6275 -2.1053 3.2062 0.0001
C 3.9763 -0.0584 1.7314 0.0013
F 4.3354 -1.2838 1.3455 0.0002
F 4.2618 0.7837 0.7156 0.0001
F 4.7959 0.2794 2.7473 0.0005
C 5.9238 -0.0182 -2.7105 0.0000
C 4.7249 -0.5729 -3.4731 -0.0005
Sb 2.9586 -0.8730 -2.2006 0.0001
C 1.7052 -1.5465 -3.8977 0.0000
C 1.7491 -0.8177 -5.2381 0.0000
C 2.4478 1.2618 -2.1205 0.0021
C 2.3151 2.0362 -3.4261 0.0003
H 6.8097 0.0361 -3.3506 0.0000
H 6.1733 -0.6501 -1.8559 0.0000
H 5.7217 0.9875 -2.3364 0.0000
H 4.9611 -1.5602 -3.8792 0.0000
H 4.4825 0.0766 -4.3170 0.0000
H 0.6805 -1.6013 -3.5282 -0.0001
H 2.0349 -2.5786 -4.0442 0.0001
H 1.2439 0.1460 -5.1995 0.0000
H 1.2508 -1.4195 -6.0043 0.0000
H 2.7763 -0.6501 -5.5679 0.0000
H 3.2493 1.6986 -1.5247 0.0001
H 1.5326 1.3284 -1.5308 0.0019
H 3.1572 1.8287 -4.0886 0.0001
H 2.2981 3.1133 -3.2283 0.0000
H 1.3989 1.7872 -3.9570 0.0000
```

Calculated values
E_HOMO (alpha / beta)	-3.003 / -3.246	eV
E_LUMO (alpha / beta)	1.961 / 1.944	eV
expectation value of S²	3.778
2S+1	4
total charge	-1
Kohn-Sham gap (alpha / beta)	4.964 / 5.190	eV


Entry from the Open Molecules 2025 dataset: a molecular structure, C20H24F12MgN2O20S4 at a distorted geometry (ωB97M-V/def2-TZVPD).

XYZ file:
```
83
Properties=species:S:1:pos:R:3:lowdin_charge:R:1
Mg 2.1072 -0.4509 -0.7041 0.5559
C 1.2446 -1.3796 -4.6284 -0.6853
F 0.2228 -1.4350 -3.7971 0.1445
F 1.0179 -2.2167 -5.5985 0.1970
F 1.4373 -0.1381 -5.0284 0.1632
S 2.7933 -1.9630 -3.5981 0.7977
O 2.4003 -3.2108 -2.9100 -0.3145
O 3.8654 -2.2127 -4.5441 -0.2688
N 2.9301 -0.5380 -2.3407 -0.3480
S 4.1306 0.3643 -2.9810 0.6734
O 5.4770 -0.2214 -2.6680 -0.3115
O 3.8615 0.7078 -4.3875 -0.3086
C 3.9973 1.9699 -1.8647 -0.6654
F 5.1834 2.5553 -2.0416 0.1523
F 2.9782 2.7011 -2.1888 0.1983
F 4.0000 1.5597 -0.6097 0.1400
C 0.2509 -0.1002 2.6116 -0.6604
F -0.9388 0.2018 2.1216 0.1523
F 0.0724 0.0978 3.9546 0.1226
F 0.6308 -1.3208 2.3764 0.1849
S 1.5847 1.0597 1.9742 0.8250
O 1.3912 2.4028 2.6151 -0.2815
O 2.9454 0.4311 2.1009 -0.2980
N 1.2175 0.9246 0.2037 -0.3391
S 0.3192 2.2527 0.0697 0.5963
O -0.8638 2.4381 0.8553 -0.2645
O 1.1481 3.4447 0.0048 -0.2775
C -0.1909 1.8168 -1.7592 -0.5512
F 0.7554 1.0539 -2.3763 0.0646
F -1.3440 1.0961 -1.7889 0.1084
F -0.3344 2.8848 -2.5523 0.1547
C -6.2171 2.0417 -1.1247 -0.0218
C -5.8881 0.5395 -1.0046 -0.2528
C -4.3466 0.2490 -0.9506 -0.0680
O -4.2357 -0.6996 0.0923 0.0794
C -5.2485 -0.6829 0.8562 -0.5320
O -5.4072 -1.3479 1.9206 0.0746
O -6.2330 0.1585 0.3419 0.0522
H -5.6135 2.7800 -0.5967 0.0878
H -7.2374 2.3510 -0.8981 0.0835
H -6.0682 2.3935 -2.1455 0.0817
H -6.3654 -0.1626 -1.6882 0.1522
H -3.7442 1.1022 -0.6388 0.1287
H -3.8961 -0.1350 -1.8659 0.1329
C 3.5101 -5.9216 2.1690 -0.0225
C 4.2518 -4.6269 2.3069 -0.2978
C 5.2520 -4.4083 1.1574 -0.1635
O 4.9204 -3.3272 0.4572 0.1243
C 3.7253 -2.8600 0.9234 -0.3923
O 3.1374 -1.8592 0.5478 0.0902
O 3.3235 -3.5743 2.0278 0.0985
H 4.2057 -6.7600 2.1327 0.0974
H 2.9151 -5.8440 1.2590 0.0984
H 2.8741 -5.9998 3.0508 0.0915
H 4.7591 -4.5926 3.2710 0.1573
H 5.2238 -5.1803 0.3883 0.1435
H 6.2671 -4.4038 1.5544 0.1444
C 0.5285 6.5550 2.1457 -0.0094
C -0.9411 6.1158 1.9794 -0.2648
C -2.0592 6.8498 2.7115 -0.0606
O -3.1219 6.8362 1.6841 0.0437
C -2.5654 6.5073 0.4479 -0.5876
O -3.1084 6.6422 -0.6279 0.1260
O -1.3244 6.2110 0.5581 0.1069
H 0.6840 7.6139 2.3521 0.0772
H 1.1675 6.1370 1.3678 0.0871
H 0.8328 6.2003 3.1304 0.0836
H -0.9381 5.0421 2.1670 0.1387
H -1.6481 7.8385 2.9156 0.1188
H -2.3553 6.5726 3.7233 0.1328
C -2.9014 -4.2256 1.2610 0.0009
C -1.6376 -4.2494 0.4528 -0.3072
C -1.9055 -4.0141 -0.9901 -0.1294
O -0.8998 -3.2300 -1.4839 0.1177
C -0.2876 -2.6263 -0.4680 -0.4429
O 0.4741 -1.6392 -0.5249 0.0572
O -0.6426 -3.2397 0.6381 0.1414
H -2.9559 -3.1618 1.4919 0.0886
H -2.7629 -4.6419 2.2588 0.0915
H -3.9010 -4.4681 0.9001 0.1079
H -1.2412 -5.2631 0.3942 0.1566
H -2.8343 -3.4442 -0.9666 0.1416
H -1.8098 -4.9239 -1.5828 0.1590
```

Calculated values
E_HOMO	-10.277	eV
E_LUMO	-0.111	eV
2S+1	1
Kohn-Sham gap	10.166	eV


no.,DFT total energy (eV)
1,-357658.149
2,-146451.293